1.
C22H29FeN9O2S3Sb as an isolated structure, computed with wB97M-V/def2-TZVPD.

```
67
Properties=species:S:1:pos:R:3:forces:R:3
C -5.532 -2.545 3.667 0.021 0.006 -0.011
N 4.253 3.066 -1.826 -0.199 -0.506 0.089
H 1.155 2.961 1.104 0.065 -0.048 0.008
H 3.915 -4.318 -0.557 0.014 0.001 0.015
H 1.472 5.198 0.793 -0.037 0.004 -0.005
C 0.968 -3.036 0.631 -0.094 0.034 0.054
H 4.431 3.531 -0.951 -0.002 -0.007 0.008
H 0.266 -3.120 2.668 0.005 0.009 -0.006
H -0.647 2.561 0.195 -0.076 -0.026 -0.020
N 2.774 4.804 -2.335 0.082 -0.037 0.061
H 2.416 6.377 -1.055 0.026 0.010 -0.020
H 3.577 5.238 -0.445 -0.011 0.003 -0.011
H -6.349 -2.785 4.333 0.003 -0.002 0.004
H 2.292 -4.348 3.420 -0.001 -0.010 -0.002
O 1.132 -0.013 0.008 -0.004 -0.237 -0.119
H -0.577 -1.899 -3.171 0.003 -0.004 -0.018
N 1.590 -2.845 -1.482 0.044 -0.128 -0.014
C 2.619 5.311 -0.962 -0.058 0.017 -0.007
C 1.991 -3.369 -0.256 0.041 0.045 -0.085
H -2.111 -2.860 -1.703 -0.019 -0.011 -0.039
C -3.408 -1.896 2.021 0.074 0.052 0.020
S -3.081 1.226 0.261 0.233 -0.238 0.404
C -5.691 -2.728 2.308 0.018 -0.025 -0.004
C 1.509 4.649 -0.151 -0.034 0.037 0.052
O 2.846 0.620 -1.262 0.235 0.207 -0.116
H 0.322 -0.517 -2.525 -0.006 0.020 0.003
H 0.539 4.823 -0.628 0.022 0.004 -0.027
N -4.418 -2.446 0.132 -0.053 -0.039 0.036
C 1.677 3.160 0.163 -0.049 -0.033 0.116
C 3.400 3.678 -2.657 -0.052 -0.070 -0.032
H 4.085 2.044 -1.708 -0.047 0.330 -0.112
H -1.900 -0.041 -2.046 0.080 0.020 0.016
C 3.204 -4.401 1.476 -0.023 0.003 0.004
Sb -2.307 1.703 2.440 0.156 0.700 0.134
N -2.530 -1.647 0.967 -0.118 -0.132 -0.009
H -0.953 2.335 -1.363 0.066 -0.077 -0.047
H 2.138 -2.823 -2.325 -0.012 0.016 0.008
C -2.575 -1.898 -1.480 0.014 0.084 0.002
S -0.381 0.233 2.465 -0.327 0.342 0.288
H 2.219 5.250 -3.048 0.051 0.008 -0.008
H 4.072 -4.937 1.837 0.002 0.001 0.002
C -3.253 -1.738 3.398 0.022 -0.015 0.018
H 1.221 2.516 -1.894 0.093 0.039 0.035
H 2.586 3.534 -4.536 -0.052 -0.030 0.033
C -3.169 -1.991 -0.114 0.057 0.047 -0.019
C 2.183 -4.067 2.382 0.028 -0.008 -0.013
C 1.753 0.821 -0.706 -0.081 0.003 0.078
H -4.239 -1.951 5.275 -0.003 -0.006 0.001
N 3.189 3.115 -3.851 0.076 0.002 0.070
H -5.095 -2.730 -0.554 0.009 -0.009 0.003
C -0.318 -1.359 -2.255 -0.028 0.028 0.035
N -1.519 -0.847 -1.563 -0.047 -0.421 -0.035
S -1.381 3.807 2.335 -0.148 -0.208 0.116
C 3.129 -4.062 0.140 -0.045 -0.011 -0.022
H 2.721 2.915 0.361 0.030 0.015 -0.042
N -0.358 2.005 -0.613 -0.080 0.286 0.027
C 1.075 2.184 -0.862 -0.130 0.010 0.017
C -4.606 -2.396 1.507 -0.041 0.023 -0.079
H 3.792 2.363 -4.142 -0.009 0.021 -0.019
C 1.055 -3.386 1.976 -0.021 -0.013 -0.005
C 0.407 -2.229 -1.273 -0.019 0.150 0.034
C -4.328 -2.063 4.203 -0.014 -0.004 -0.010
H -2.318 -1.397 3.818 -0.006 0.029 -0.019
H -3.352 -1.721 -2.225 -0.004 0.023 -0.006
N -0.016 -2.324 -0.046 0.149 -0.090 0.053
H -6.612 -3.113 1.891 -0.007 0.007 0.010
Fe -0.950 -0.185 0.392 0.240 -0.191 -0.873
```
Positions in Å, forces in eV/Å.

Its net charge is +1. For the energy relative to the best compared isomer or geometry (same formula, charge and spin), the calculation gives 62.3 kcal per mole. The HOMO-LUMO gap (alpha / beta) is 5.7 / 5.7 eV. The lowest unoccupied orbital energy (alpha / beta) is -4.18 / -4.27 eV. The spin multiplicity is 5.

Mulliken atomic charge list, values in e, 6 entries: C -0.460; N -0.485; H 0.597; H 0.411; H 0.388; C 0.102

=====

2.
C18H12Br2N2O8Pt as an isolated structure, computed with wB97M-V/def2-TZVPD.

```
43
Properties=species:S:1:pos:R:3:forces:R:3
H -1.677 2.306 -0.494 -0.010 -0.007 -0.001
C -0.602 -1.451 -1.741 -0.062 0.034 0.026
O 0.611 -1.118 5.257 0.020 -0.163 -0.041
O 0.484 1.768 0.311 -0.079 0.601 -0.326
H -2.321 1.422 -3.518 -0.002 -0.014 0.010
O 1.898 -0.586 0.957 -0.311 0.381 -0.057
C -1.037 0.444 4.609 0.030 -0.122 -0.118
H -3.183 2.135 -1.411 0.001 -0.011 0.007
C -0.108 -0.740 4.354 0.039 0.145 0.047
C -0.626 -1.478 -3.138 0.048 -0.077 0.002
C 0.590 -3.634 -1.741 0.002 -0.104 0.062
C -0.883 1.543 3.577 -0.090 0.020 0.020
C 1.680 1.623 0.058 -0.050 -0.301 0.261
Br 1.386 -5.029 -0.809 -0.034 0.060 -0.014
C 0.022 -2.550 -0.981 -0.027 0.027 -0.073
C 3.887 0.645 0.213 -0.146 0.045 0.020
O -0.179 -1.298 3.182 0.205 -0.348 -0.189
H -1.271 -0.361 -4.867 -0.010 0.005 0.005
C -1.249 -0.399 -3.787 0.005 -0.017 -0.088
O 0.051 -2.537 0.256 0.185 -0.172 -0.039
C -1.790 0.529 -1.636 0.039 -0.021 -0.030
O 5.002 2.458 -0.979 0.013 0.024 -0.037
H -2.471 0.923 2.435 -0.004 0.016 -0.015
H 0.170 1.761 3.394 0.011 -0.015 -0.032
C 2.425 0.436 0.489 0.190 0.028 -0.226
Pt -0.434 -0.591 1.203 -0.706 -0.306 1.041
H -2.924 1.160 0.049 -0.011 0.018 -0.006
H 1.008 -4.464 -3.661 -0.006 0.014 -0.028
C -2.441 1.599 -0.822 0.058 -0.020 -0.014
Br -0.043 -2.678 -5.679 0.009 0.016 0.012
N -1.168 -0.465 -1.014 0.429 -0.091 -0.017
H -1.408 1.885 1.616 -0.043 0.064 0.059
O 2.250 3.477 -1.384 -0.038 0.043 0.054
H -0.823 0.823 5.605 -0.039 0.040 0.006
C 0.564 -3.639 -3.123 -0.031 0.079 0.012
C 2.577 2.526 -0.718 0.140 -0.023 -0.054
C -1.828 0.586 -3.040 -0.020 0.017 0.041
C -0.025 -2.596 -3.809 -0.006 0.005 -0.075
H -1.354 2.461 3.934 -0.019 0.037 -0.014
C 3.992 1.967 -0.564 -0.023 -0.082 0.075
O 4.802 -0.065 0.530 0.025 -0.063 -0.033
N -1.488 1.135 2.292 0.335 0.153 -0.310
H -2.067 0.068 4.591 -0.017 0.089 0.076
```
Positions in Å, forces in eV/Å.

For the energy relative to the best compared isomer or geometry (same formula, charge and spin), the calculation gives 8.7 kcal per mole. The HOMO-LUMO gap (alpha / beta) is 6.5 / 5.2 eV. The lowest unoccupied orbital energy (alpha / beta) is -1.58 / -3.53 eV. The spin multiplicity is 5.

Mulliken atomic charge list, values in e, 6 entries: H 0.194; C -0.185; O -0.638; O -0.593; H 0.427; O -0.883

=====

3.
The molecule C4H5N3O2, computed with wB97M-V/def2-TZVPD.

```
14
Properties=species:S:1:pos:R:3:forces:R:3
H -2.462 -0.110 -0.736 1.007 0.615 0.365
C 0.467 0.648 -1.158 -1.233 -1.044 0.216
H -1.005 -0.664 3.118 0.501 0.334 -1.131
O 1.773 -0.843 -2.354 0.275 -0.135 -0.061
H -0.100 0.586 -2.110 0.445 -0.026 0.784
C 0.186 0.022 1.241 -3.725 -1.273 0.816
N 1.680 -0.273 -1.292 -1.061 0.078 -0.915
H 0.881 1.627 -1.007 0.085 0.492 0.231
O 2.428 -0.363 -0.358 0.630 0.004 0.211
C -1.737 -0.001 0.097 0.232 -1.203 -1.516
N -2.068 -0.417 1.279 0.680 0.710 0.631
C -0.921 -0.385 2.045 1.362 0.384 -0.470
H 1.224 0.001 1.261 1.363 0.216 0.992
N -0.347 0.172 -0.026 -0.562 0.848 -0.151
```
Positions in Å, forces in eV/Å.

The SMILES is O=[N+]([O-])Cn1ccnc1. For the energy relative to the best compared isomer or geometry (same formula, charge and spin), the calculation gives 121.8 kcal per mole. The HOMO-LUMO gap is 8.8 eV. The lowest unoccupied orbital energy is -0.25 eV.

Mulliken atomic charge list, values in e, 6 entries: H 0.296; C -0.377; H 0.353; O -0.556; H 0.353; C -0.282

=====

4.
A 12-piece molecular cluster, C27H66Cl6N6O9 overall, computed with wB97M-V/def2-TZVPD.

```
114
Properties=species:S:1:pos:R:3:forces:R:3
C 4.176 -2.167 -1.513 0.834 -0.184 2.663
C -0.248 3.088 -4.654 -0.873 0.100 2.764
C -1.877 0.960 4.851 -0.369 -1.690 0.920
H 4.006 1.128 -3.312 -0.086 0.503 0.267
C 2.398 2.954 3.735 1.338 -0.010 0.107
C -4.019 -2.402 1.981 -1.036 -1.384 0.523
H -0.209 1.439 5.545 0.687 0.024 0.019
H -1.656 -6.705 -0.406 -0.761 0.741 -0.422
C -2.495 0.733 3.527 -0.270 -0.212 -0.098
N 0.895 -2.423 3.350 0.903 0.349 1.253
H -2.035 -1.280 5.406 0.376 0.272 -0.747
H -2.809 -0.162 -3.099 0.135 0.244 -0.484
Cl -4.400 -2.783 3.754 0.431 0.720 -0.788
O 5.370 -1.996 -1.615 1.347 -0.010 0.113
O 4.576 0.107 -4.952 0.007 -0.483 -0.094
Cl -0.413 5.763 2.845 -0.423 -0.217 0.068
C -0.948 4.187 2.212 -0.240 -1.120 -0.620
H -3.551 0.528 3.703 -0.073 -0.025 -0.304
H 6.531 1.082 -3.670 0.130 0.078 0.387
H 0.552 -5.333 3.106 0.514 0.194 -0.135
Cl 0.807 -4.720 -2.237 0.575 0.211 -0.239
H -1.452 -6.618 -2.213 -0.051 0.782 0.141
H -4.671 4.285 -1.501 -0.058 0.140 0.393
H -0.500 2.966 0.399 -0.257 -0.233 0.873
H -1.633 -0.245 6.739 0.462 0.386 -0.053
H 5.946 2.746 -3.411 -0.037 -0.065 0.113
C -0.367 -5.048 -0.950 -0.911 0.445 -1.069
C -2.143 -0.260 5.776 -0.960 0.441 0.710
C 3.103 0.390 3.700 0.833 1.560 0.717
H 0.743 3.004 -2.784 -0.204 0.354 0.111
N -0.146 3.567 -5.864 0.916 1.320 -2.180
H -4.431 -3.268 0.170 0.187 -0.572 -0.401
H 3.257 1.917 2.118 0.098 -0.351 -0.110
H 0.782 3.962 1.123 0.157 0.020 -0.577
H -3.189 -0.214 6.078 -0.268 0.027 -0.083
C 4.504 1.339 -4.259 -0.311 1.019 -1.355
H 3.281 -0.385 2.955 -0.197 -0.188 0.387
C -0.039 -3.315 3.015 0.527 -0.654 -0.093
Cl -3.338 -5.043 1.342 -0.558 0.270 0.006
H 0.290 1.204 -1.835 0.302 -0.306 -0.499
O -3.339 2.513 0.655 0.622 -0.945 0.548
H -2.018 4.024 2.083 -0.140 0.746 0.443
C -1.023 -6.392 -1.237 0.557 -0.598 1.650
C 0.532 3.767 -3.533 0.730 -0.738 -1.142
H 3.656 3.310 -4.843 0.611 0.113 -0.093
O -1.061 2.232 -4.391 -0.770 -1.239 0.368
H -2.019 -0.178 3.164 -0.117 0.089 -0.698
O -0.745 -3.071 2.071 -1.500 -0.183 -1.375
C -0.284 3.911 0.897 1.026 -0.128 -0.321
H 1.811 2.820 4.644 -0.285 0.164 -0.212
O -0.074 -1.458 -1.280 0.389 0.914 -0.402
H 2.444 -1.886 -2.519 -0.086 -0.239 -0.319
H -2.061 1.781 -1.460 0.283 0.476 0.219
O -0.472 1.106 4.684 0.262 0.661 0.192
H 0.756 1.144 3.168 -0.471 0.076 0.541
C -3.647 -0.756 -3.461 1.038 1.079 0.243
H 0.128 -4.931 0.014 -0.177 -0.480 -0.086
H 2.647 2.022 -5.279 -0.044 -0.521 0.051
H 1.485 4.046 -3.982 0.191 0.502 0.390
H -2.639 3.206 -2.400 0.044 -0.137 0.074
H -4.571 -0.277 -3.137 -0.020 -0.120 -0.319
C 0.007 -4.634 3.741 -0.109 -0.113 -0.839
H -0.006 4.627 -3.135 0.104 -0.180 -0.039
H 6.396 2.161 -5.007 -0.355 0.026 -0.231
C 5.909 1.881 -4.073 0.279 -0.139 0.334
H 5.236 -0.396 -4.469 0.217 -0.395 -0.142
N 0.152 -0.492 0.692 -0.672 -1.091 2.764
H 1.225 -2.472 4.303 0.388 0.478 -0.336
H 4.002 -1.786 -3.345 -0.768 0.029 -0.549
C 3.703 2.282 -5.201 -0.476 -0.541 0.771
C -4.451 -3.648 1.191 0.748 1.401 -0.533
H 0.558 -4.546 4.677 -0.582 -0.331 0.195
N 3.421 -2.132 -2.595 -1.000 0.272 -0.960
H -3.605 -0.893 -4.542 -0.054 0.302 0.055
H -4.774 4.324 0.268 -0.098 -0.004 -0.340
C 0.937 0.771 -1.073 0.260 -0.056 -1.205
O 1.378 1.237 2.442 -0.397 0.307 -1.276
Cl -0.661 5.060 -0.397 -0.154 0.656 -0.148
H 2.053 3.736 3.059 -0.812 -0.270 0.078
H -0.976 -5.103 3.695 -0.157 0.340 0.906
H -5.495 -3.893 1.382 0.327 -0.364 0.370
H 1.901 0.431 -1.452 0.091 0.452 -0.618
H 0.750 0.075 1.275 -0.251 0.433 0.193
N -2.538 -2.615 -2.319 3.017 0.063 0.912
H -2.396 1.604 2.878 0.059 -0.315 -0.250
H -2.981 -2.085 1.878 -0.113 -0.404 0.118
H -1.697 -2.066 -2.210 0.379 -0.415 0.327
H -0.806 3.251 -6.560 0.334 0.037 -0.006
C 2.628 1.654 2.969 -0.445 -0.139 0.363
H 3.340 -1.339 0.254 0.438 0.180 0.251
H 1.120 1.595 -0.383 -0.112 -0.551 0.607
C -3.597 -2.084 -2.841 -1.580 0.158 -0.562
H 3.348 3.405 4.022 0.312 -0.338 0.398
H -0.278 -1.338 1.037 -0.030 -0.292 0.573
C 3.503 -2.341 -0.143 -1.298 0.373 -1.047
N -4.410 3.935 -0.590 -1.008 1.024 -0.993
O -4.604 -2.732 -2.832 -3.235 -1.631 -0.065
H -3.507 1.664 -2.258 -0.545 0.404 -0.038
H 4.120 2.175 -6.203 0.159 0.342 0.092
H 2.368 0.182 4.478 -0.386 -0.551 -0.340
C -2.918 2.404 -1.716 0.191 -0.829 -0.273
H -4.692 -1.635 1.598 0.029 0.297 0.589
C 0.298 -0.502 -0.585 -0.094 0.298 -1.823
H 3.947 -2.988 0.614 0.346 0.118 -0.495
H 0.576 4.243 -6.068 -0.378 -0.124 -0.306
H 3.991 0.567 4.307 0.463 -0.044 -0.351
H 2.480 -2.650 -0.359 -0.149 -0.501 0.275
H -1.081 -4.232 -1.058 -0.004 -0.191 0.351
H 0.919 -1.570 2.809 0.102 0.049 0.498
H -0.567 3.396 2.857 -0.077 0.170 0.354
Cl 0.215 -7.640 -0.989 0.950 -0.898 -0.192
C -3.580 2.906 -0.473 0.668 0.023 0.526
H -2.334 1.841 5.302 0.312 0.253 0.257
H -2.683 -3.508 -1.871 0.211 0.233 -0.133
```
Positions in Å, forces in eV/Å.

The SMILES is CC(N)=O.CC(N)=O.CC(N)=O.CC(N)=O.CC(N)=O.CC(N)=O.CC(C)O.CC(C)O.CC(C)O.ClCCCl.ClCCCl.ClCCCl. The HOMO-LUMO gap is 9.1 eV. The lowest unoccupied orbital energy is 0.15 eV.

Mulliken atomic charge list, values in e, 6 entries: C 0.528; C 0.552; C 0.372; H -0.201; C -1.145; C 0.022

=====

Max |F| values (in eV Å⁻¹) by entry order: 0.93 1.29 4.02 3.62.
E values (in eV) by entry order: -114219.9031 -181548.5380 -12790.5913 -131575.2497.